Entry 1:
{"formula": "C38H53AsLiPS3Sb", "method": "ωB97M-V/def2-TZVPD", "elements": ["Li", "C", "C", "S", "C", "C", "S", "C", "C", "S", "H", "H", "H", "H", "H", "H", "H", "H", "H", "H", "H", "H", "C", "C", "C", "C", "C", "C", "As", "C", "C", "C", "C", "C", "C", "C", "C", "C", "C", "C", "C", "H", "H", "H", "H", "H", "H", "H", "H", "H", "H", "H", "H", "H", "H", "H", "C", "P", "C", "C", "C", "C", "C", "C", "C", "H", "H", "H", "H", "H", "H", "H", "H", "H", "H", "H", "C", "C", "Sb", "C", "C", "C", "C", "H", "H", "H", "H", "H", "H", "H", "H", "H", "H", "H", "H", "H", "H", "H"], "xyz": [[-0.068, -2.312, 0.725], [5.728, -1.023, 2.454], [6.326, -1.018, 1.099], [5.239, -0.317, -0.109], [4.230, -1.674, -0.725], [3.655, -2.722, 0.254], [2.681, -1.842, 1.507], [2.886, -3.015, 2.904], [3.982, -2.610, 3.866], [5.619, -2.653, 3.125], [4.749, -0.549, 2.405], [6.358, -0.468, 3.150], [6.535, -2.067, 0.777], [7.254, -0.425, 1.082], [4.868, -2.201, -1.472], [3.391, -1.211, -1.292], [4.453, -3.205, 0.823], [3.075, -3.496, -0.241], [3.134, -4.002, 2.483], [1.944, -3.029, 3.461], [4.041, -3.322, 4.687], [3.787, -1.570, 4.292], [-7.144, -4.349, -0.080], [-6.398, -4.505, -1.261], [-5.134, -3.939, -1.357], [-4.719, -3.015, -0.375], [-5.546, -2.800, 0.722], [-6.728, -3.502, 0.913], [-3.112, -1.872, -0.483], [-2.189, -2.328, 1.193], [-1.607, -1.224, 1.897], [-1.076, -1.381, 3.170], [-0.993, -2.643, 3.751], [-1.318, -3.745, 3.005], [-1.977, -3.582, 1.780], [-1.890, -3.057, -1.520], [-0.750, -2.469, -2.083], [0.244, -3.244, -2.641], [0.152, -4.665, -2.560], [-0.944, -5.268, -1.949], [-1.940, -4.426, -1.426], [-8.125, -4.819, -0.092], [-6.791, -4.964, -2.156], [-4.573, -4.087, -2.262], [-5.215, -2.073, 1.465], [-7.334, -3.355, 1.779], [-1.605, -0.252, 1.386], [-0.811, -0.469, 3.735], [-0.656, -2.773, 4.785], [-1.050, -4.743, 3.294], [-2.325, -4.482, 1.239], [-0.586, -1.362, -2.134], [1.043, -2.792, -3.173], [1.013, -5.184, -2.904], [-1.072, -6.353, -1.868], [-2.806, -4.916, -0.944], [-1.925, 3.577, 0.648], [-2.297, 1.885, 0.012], [-1.925, 1.953, -1.800], [-4.162, 2.054, -0.061], [-4.783, 2.759, -1.082], [-6.188, 2.901, -1.084], [-6.936, 2.191, -0.161], [-6.310, 1.541, 0.933], [-4.934, 1.478, 0.976], [-2.228, 4.370, -0.089], [-0.852, 3.733, 0.839], [-2.466, 3.781, 1.594], [-1.873, 2.961, -2.148], [-2.662, 1.416, -2.368], [-0.905, 1.475, -1.927], [-4.222, 3.228, -1.878], [-6.668, 3.581, -1.772], [-8.012, 2.347, -0.127], [-6.883, 1.054, 1.699], [-4.490, 0.929, 1.832], [1.914, 6.639, -1.763], [1.673, 5.290, -2.408], [2.777, 3.645, -1.217], [3.626, 4.434, 0.641], [4.910, 5.218, 0.453], [4.646, 3.417, -2.448], [5.046, 4.672, -3.201], [1.543, 7.491, -2.359], [2.912, 6.894, -1.506], [1.253, 6.750, -0.840], [2.144, 5.237, -3.395], [0.650, 4.957, -2.442], [3.866, 3.515, 1.167], [2.782, 4.975, 1.146], [5.679, 4.610, -0.031], [5.358, 5.606, 1.394], [4.764, 6.125, -0.203], [4.464, 2.606, -3.166], [5.370, 3.047, -1.680], [4.505, 4.685, -4.130], [6.122, 4.739, -3.468], [4.813, 5.603, -2.682]], "homo_ev": -9.35, "e_above_lowest_kcal_mol": 54.44, "e_lumo_ev": -2.58, "charge": 1}

Entry 2:
{"formula": "C38H53F16N4O14", "method": "ωB97M-V/def2-TZVPD", "elements": ["C", "C", "C", "N", "C", "O", "O", "C", "N", "C", "F", "N", "C", "C", "C", "C", "C", "C", "C", "C", "O", "C", "C", "O", "N", "C", "C", "H", "H", "H", "H", "H", "H", "H", "H", "H", "H", "H", "H", "H", "H", "H", "H", "H", "H", "H", "H", "H", "H", "H", "H", "H", "H", "H", "H", "C", "C", "O", "C", "O", "C", "F", "F", "F", "H", "H", "H", "H", "H", "C", "C", "O", "C", "O", "C", "F", "F", "F", "H", "H", "H", "H", "H", "C", "C", "O", "C", "O", "C", "F", "F", "F", "H", "H", "H", "H", "H", "C", "C", "O", "C", "O", "C", "F", "F", "F", "H", "H", "H", "H", "H", "C", "C", "O", "C", "O", "C", "F", "F", "F", "H", "H", "H", "H", "H"], "xyz": [[2.261, -1.795, 2.753], [2.649, -1.817, 1.609], [3.234, -1.479, 0.251], [2.173, -1.056, -0.714], [1.905, -1.950, -1.822], [2.473, -1.480, -3.060], [1.611, -1.998, -4.038], [1.578, 0.103, -0.444], [1.806, 0.926, 0.618], [0.979, 1.982, 0.546], [0.909, 2.961, 1.401], [0.246, 1.830, -0.570], [-0.726, 2.895, -0.906], [-1.994, 2.868, 0.008], [-3.031, 1.777, -0.473], [-4.415, 2.427, -0.829], [-5.555, 1.373, -0.629], [-5.653, 0.389, -1.848], [-6.822, -0.620, -1.583], [-6.447, -2.132, -1.731], [-5.067, -2.448, -1.464], [-4.726, -2.300, -0.134], [-5.224, -3.262, 0.964], [-3.971, -1.408, 0.169], [0.596, 0.698, -1.205], [-0.061, 0.371, -2.448], [0.551, 0.737, -3.587], [2.039, -1.687, 3.813], [3.789, -2.351, -0.139], [3.919, -0.610, 0.343], [0.818, -2.096, -1.981], [2.356, -2.942, -1.619], [2.165, -2.337, -4.769], [-0.219, 3.864, -0.695], [-1.016, 2.930, -1.971], [-2.512, 3.851, -0.084], [-1.728, 2.775, 1.083], [-3.182, 1.045, 0.343], [-2.575, 1.259, -1.344], [-4.586, 3.251, -0.108], [-4.387, 2.803, -1.871], [-5.403, 0.791, 0.304], [-6.528, 1.906, -0.543], [-4.683, -0.086, -2.080], [-5.917, 1.030, -2.718], [-7.327, -0.405, -0.617], [-7.597, -0.418, -2.359], [-7.058, -2.688, -0.976], [-6.740, -2.526, -2.719], [-4.318, -3.770, 1.361], [-5.612, -2.638, 1.791], [-5.977, -3.989, 0.608], [-1.047, -0.126, -2.465], [0.462, 0.155, -4.525], [1.215, 1.623, -3.607], [0.337, -5.204, -8.749], [1.428, -4.336, -9.340], [1.162, -2.939, -9.092], [1.520, -2.475, -7.905], [2.037, -3.117, -7.030], [1.221, -0.978, -7.808], [0.009, -0.661, -8.283], [2.107, -0.247, -8.499], [1.269, -0.560, -6.535], [-0.642, -4.895, -9.122], [0.499, -6.250, -9.008], [0.309, -5.117, -7.662], [1.452, -4.455, -10.421], [2.412, -4.612, -8.961], [-4.114, 5.178, -6.815], [-5.337, 5.959, -6.384], [-5.866, 5.443, -5.149], [-5.275, 5.869, -4.034], [-4.354, 6.630, -3.985], [-5.977, 5.275, -2.809], [-6.238, 3.961, -2.955], [-7.152, 5.876, -2.575], [-5.247, 5.405, -1.692], [-4.342, 4.112, -6.874], [-3.765, 5.520, -7.789], [-3.301, 5.294, -6.096], [-6.128, 5.849, -7.125], [-5.123, 7.025, -6.294], [-0.542, 2.381, 3.897], [-1.732, 3.202, 4.353], [-2.281, 2.673, 5.568], [-1.665, 3.043, 6.696], [-0.711, 3.761, 6.753], [-2.385, 2.446, 7.909], [-2.698, 1.154, 7.721], [-3.531, 3.100, 8.159], [-1.638, 2.515, 9.012], [-0.816, 1.327, 3.807], [-0.175, 2.735, 2.932], [0.274, 2.439, 4.619], [-2.527, 3.149, 3.609], [-1.470, 4.254, 4.475], [5.569, 2.586, 3.868], [5.063, 1.229, 3.422], [6.179, 0.339, 3.242], [6.643, -0.249, 4.347], [6.206, -0.089, 5.449], [7.791, -1.200, 3.995], [8.658, -0.651, 3.131], [7.331, -2.327, 3.422], [8.487, -1.562, 5.076], [6.314, 2.965, 3.166], [4.748, 3.301, 3.933], [6.050, 2.523, 4.844], [4.569, 1.306, 2.453], [4.340, 0.803, 4.118], [7.887, -4.093, 6.130], [8.043, -4.983, 7.345], [6.770, -5.220, 7.972], [6.022, -6.183, 7.433], [6.328, -6.847, 6.485], [4.725, -6.350, 8.231], [4.162, -5.168, 8.530], [4.950, -6.986, 9.392], [3.815, -7.060, 7.559], [7.377, -3.169, 6.398], [8.859, -3.851, 5.705], [7.285, -4.582, 5.362], [8.665, -4.489, 8.090], [8.529, -5.927, 7.093]], "homo_ev": -12.39, "e_lumo_ev": -2.66, "charge": 1}

Entry 3:
{"formula": "C38H54CsN5O4P2STe", "method": "ωB97M-V/def2-TZVPD", "elements": ["Cs", "C", "C", "N", "C", "C", "N", "C", "C", "N", "H", "H", "H", "H", "H", "H", "H", "H", "H", "H", "H", "H", "H", "H", "H", "C", "C", "C", "C", "C", "C", "C", "C", "C", "S", "C", "N", "H", "H", "H", "H", "H", "H", "H", "H", "C", "C", "O", "P", "O", "Te", "O", "C", "C", "H", "H", "H", "H", "H", "H", "H", "H", "H", "H", "C", "C", "C", "C", "C", "C", "C", "C", "C", "C", "C", "C", "C", "C", "H", "H", "H", "H", "H", "H", "H", "H", "H", "H", "H", "C", "P", "C", "C", "O", "H", "H", "H", "H", "H", "H", "H", "H", "H", "N", "C", "H"], "xyz": [[-0.628, 0.985, -0.139], [3.566, 0.490, 0.542], [4.109, -0.775, -0.120], [3.058, -1.639, -0.653], [3.214, -3.042, -0.282], [3.101, -3.305, 1.233], [1.958, -2.618, 1.780], [2.136, -1.811, 2.965], [2.971, -0.551, 2.706], [2.543, 0.208, 1.536], [4.434, 1.033, 0.963], [3.109, 1.139, -0.206], [4.785, -0.466, -0.927], [4.733, -1.312, 0.606], [2.176, -1.363, -0.219], [2.408, -3.597, -0.770], [4.170, -3.425, -0.660], [3.070, -4.395, 1.393], [3.998, -2.948, 1.747], [1.104, -3.155, 1.788], [1.150, -1.518, 3.330], [2.615, -2.362, 3.796], [2.920, 0.066, 3.611], [4.025, -0.826, 2.586], [2.079, 1.064, 1.800], [0.126, 2.594, -3.811], [-1.248, 2.180, -4.252], [-1.691, 2.544, -5.547], [-2.940, 2.190, -5.946], [-3.791, 1.491, -5.062], [-5.105, 1.134, -5.424], [-5.896, 0.489, -4.512], [-5.415, 0.194, -3.230], [-4.129, 0.520, -2.814], [-3.615, 0.105, -1.207], [-3.276, 1.175, -3.772], [-2.001, 1.504, -3.416], [0.874, 2.342, -4.567], [0.401, 2.133, -2.870], [0.154, 3.675, -3.653], [-1.030, 3.099, -6.202], [-3.307, 2.449, -6.934], [-5.470, 1.384, -6.414], [-6.911, 0.213, -4.779], [-6.054, -0.303, -2.513], [5.309, 4.817, -0.799], [4.143, 3.897, -0.505], [2.951, 4.677, -0.540], [1.572, 3.994, -0.004], [1.370, 2.652, -0.623], [-0.107, 5.597, -0.230], [1.944, 3.661, 1.552], [2.120, 4.713, 2.505], [1.338, 4.374, 3.756], [6.240, 4.248, -0.842], [5.394, 5.579, -0.024], [5.155, 5.315, -1.757], [4.249, 3.426, 0.476], [4.079, 3.098, -1.250], [1.767, 5.659, 2.087], [3.192, 4.802, 2.714], [0.277, 4.303, 3.516], [1.477, 5.153, 4.511], [1.653, 3.420, 4.181], [0.143, 3.158, 6.656], [0.728, 1.894, 6.692], [0.185, 0.842, 5.973], [-0.960, 1.015, 5.186], [-1.526, 2.294, 5.147], [-0.989, 3.347, 5.874], [-1.566, -0.096, 4.431], [-1.107, -1.351, 4.427], [-1.707, -2.386, 3.648], [-2.549, -3.367, 4.225], [-3.082, -4.395, 3.474], [-2.795, -4.516, 2.113], [-1.972, -3.565, 1.521], [-1.443, -2.524, 2.267], [0.571, 3.980, 7.219], [1.617, 1.733, 7.294], [0.625, -0.148, 6.002], [-2.401, 2.465, 4.527], [-1.448, 4.328, 5.816], [-2.466, 0.194, 3.863], [-2.764, -3.294, 5.286], [-3.735, -5.124, 3.945], [-3.214, -5.326, 1.527], [-1.737, -3.616, 0.464], [-0.803, -1.792, 1.789], [-1.779, -2.622, -3.050], [-0.084, -2.444, -2.469], [0.582, -0.991, -3.297], [0.835, -3.830, -3.200], [0.048, -2.384, -0.991], [-1.841, -2.565, -4.138], [-2.369, -1.818, -2.598], [-2.175, -3.578, -2.704], [0.667, -1.146, -4.374], [1.563, -0.792, -2.861], [-0.088, -0.150, -3.120], [0.688, -3.880, -4.280], [0.488, -4.753, -2.736], [1.893, -3.687, -2.977], [-3.557, 2.511, 0.888], [-3.551, 3.205, 1.821], [-3.589, 1.907, 0.052]], "homo_ev": -1.04, "e_above_lowest_kcal_mol": 54.63, "e_lumo_ev": 3.40, "charge": -2}

Entry 4:
{"formula": "C38H54IN2O12S2", "method": "ωB97M-V/def2-TZVPD", "elements": ["C", "C", "C", "C", "C", "C", "C", "C", "C", "N", "C", "C", "C", "C", "O", "C", "C", "O", "O", "I", "C", "C", "C", "O", "C", "C", "C", "C", "C", "C", "C", "C", "C", "N", "C", "C", "O", "C", "O", "C", "C", "H", "H", "H", "H", "H", "H", "H", "H", "H", "H", "H", "H", "H", "H", "H", "H", "H", "H", "H", "H", "H", "H", "H", "H", "H", "H", "H", "H", "H", "H", "H", "H", "H", "H", "H", "H", "H", "H", "O", "S", "O", "O", "C", "C", "C", "H", "H", "H", "H", "H", "H", "H", "H", "O", "S", "O", "O", "C", "C", "C", "H", "H", "H", "H", "H", "H", "H", "H"], "xyz": [[-2.934, -4.896, 2.463], [-2.206, -4.218, 1.584], [-1.299, -3.350, 0.577], [-2.115, -2.573, -0.576], [-2.791, -1.170, -0.145], [-2.039, -0.370, 1.026], [-2.871, -0.075, 2.365], [-4.419, -0.489, 2.572], [-4.680, -2.073, 2.730], [-6.101, -2.472, 2.958], [-6.774, -1.694, 4.050], [-7.661, -0.439, 3.544], [-6.893, -2.534, 1.708], [-7.893, -3.808, 1.464], [-6.847, -1.682, 0.747], [-2.149, 0.669, 3.567], [-2.815, 1.003, 4.993], [-3.686, 1.941, 5.055], [-2.529, 0.315, 6.226], [-2.929, -1.656, 6.113], [-0.653, 1.118, 3.346], [0.122, 1.889, 4.526], [0.669, 0.941, 5.709], [0.226, 1.158, 6.904], [1.755, -0.229, 5.558], [1.401, -1.609, 6.294], [2.398, -2.841, 6.270], [3.766, -2.651, 5.507], [4.147, -1.308, 4.739], [3.132, -0.082, 4.775], [0.048, 0.804, 1.949], [1.589, 1.320, 1.825], [1.898, 2.631, 1.230], [-0.629, 0.069, 0.852], [0.161, -0.151, -0.407], [1.194, -1.391, -0.341], [1.707, -1.698, 0.987], [2.777, -2.660, 0.741], [2.528, -3.778, 0.149], [4.287, -2.325, 1.259], [4.674, -0.750, 1.071], [-3.601, -5.086, 3.394], [-0.612, -4.121, 0.031], [-0.596, -2.704, 1.215], [-1.431, -2.512, -1.505], [-2.993, -3.278, -0.886], [-3.933, -1.318, 0.043], [-2.743, -0.481, -1.090], [-4.967, -0.154, 1.596], [-4.846, 0.169, 3.411], [-4.005, -2.579, 3.522], [-4.370, -2.557, 1.712], [-5.971, -1.359, 4.823], [-7.478, -2.433, 4.608], [-8.066, 0.109, 4.488], [-8.592, -0.729, 2.927], [-7.063, 0.332, 2.911], [-8.851, -3.666, 2.096], [-7.368, -4.817, 1.643], [-8.247, -3.786, 0.354], [1.008, 2.541, 4.174], [-0.639, 2.629, 5.008], [0.385, -1.684, 6.854], [2.073, -3.803, 6.806], [4.500, -3.540, 5.524], [5.136, -1.182, 4.172], [3.383, 0.924, 4.256], [2.497, 0.698, 2.153], [2.509, 2.667, 0.242], [1.614, 3.638, 1.708], [0.795, 0.786, -0.696], [-0.513, -0.339, -1.341], [0.714, -2.290, -0.889], [2.120, -1.087, -0.997], [4.298, -2.578, 2.391], [5.079, -3.019, 0.774], [5.765, -0.717, 0.705], [3.938, -0.221, 0.345], [4.642, -0.158, 2.074], [2.196, 0.390, -4.249], [3.436, 0.243, -3.530], [3.625, 0.802, -2.212], [4.656, 0.720, -4.478], [4.596, 2.016, -5.071], [4.978, 3.098, -4.080], [3.859, -1.477, -3.476], [3.606, 2.204, -5.499], [5.310, 2.021, -5.899], [4.229, 3.189, -3.289], [5.063, 4.066, -4.579], [5.930, 2.862, -3.596], [3.781, -1.890, -4.482], [3.154, -1.977, -2.810], [4.873, -1.579, -3.090], [3.454, 4.780, -7.583], [2.030, 4.727, -7.799], [1.310, 3.479, -7.835], [1.664, 5.578, -9.126], [2.346, 5.274, -10.341], [1.770, 4.038, -11.007], [1.240, 5.796, -6.627], [3.421, 5.166, -10.168], [2.211, 6.133, -11.004], [1.976, 3.142, -10.416], [2.205, 3.896, -11.999], [0.684, 4.119, -11.102], [1.739, 6.765, -6.643], [1.334, 5.342, -5.640], [0.188, 5.896, -6.894]], "homo_ev": -11.24, "e_lumo_ev": -4.29, "charge": 1}